This record from the OMol25 dataset describes C40H28ClF6MnN6O5S as an isolated structure. The level of theory is ωB97M-V/def2-TZVPD.

Structure (XYZ):
```
88
Properties=species:S:1:pos:R:3
Mn 1.5827 -0.7445 0.2946
Cl 5.0327 -5.3293 4.4647
C 4.5874 -4.0532 3.3503
C 5.2564 -3.9654 2.1115
C 4.9521 -2.9756 1.2277
C 3.9112 -2.0111 1.4771
O 3.6646 -1.1069 0.6243
C 3.2571 -2.1367 2.7581
C 2.3603 -1.1070 3.1735
N 1.8402 -0.3030 2.3072
C 1.2908 0.9372 2.6285
C 0.6814 1.3307 3.7894
C 0.1991 2.6544 3.9254
C 0.3382 3.5698 2.9209
C 0.9642 3.1899 1.7043
C 1.1268 4.0571 0.5963
C 1.7097 3.5932 -0.5477
C 2.1070 2.2363 -0.6071
N 1.9681 1.4125 0.3991
C 1.4232 1.8770 1.5600
C 3.6267 -3.1438 3.6728
H 6.0173 -4.6994 1.8761
H 5.4538 -2.9039 0.2714
H 2.2170 -0.9489 4.2459
H 0.5438 0.6266 4.5998
H -0.2933 2.9342 4.8478
H -0.0383 4.5792 3.0283
H 0.7719 5.0787 0.6672
H 1.8424 4.2252 -1.4149
H 2.5259 1.8197 -1.5160
H 3.1223 -3.1974 4.6304
C -1.2153 3.5420 -5.1289
C -2.3003 3.3652 -4.0748
C -2.7807 4.7234 -3.5827
C -3.8632 4.5689 -2.5327
C -3.3570 3.7216 -1.4021
C -3.8357 3.8683 -0.1192
C -3.3609 3.0575 0.9065
F -3.8762 3.2452 2.1443
C -2.4083 2.1029 0.6950
C -1.9005 1.9520 -0.6027
C -0.8430 0.9393 -0.8064
O -0.3866 0.3659 0.1844
C -0.4421 0.7346 -2.1662
C -0.9598 1.5449 -3.1224
N -1.8310 2.5651 -2.9255
C -2.3640 2.7508 -1.6511
C 0.5521 -0.3380 -2.6122
O 0.5919 -0.5773 -3.8204
O 1.2442 -0.8736 -1.7028
H -1.5416 4.3000 -5.8411
H -1.0071 2.6343 -5.6888
H -0.2858 3.8803 -4.6693
H -3.1531 2.8392 -4.5246
H -3.1456 5.2915 -4.4403
H -1.9269 5.2681 -3.1673
H -4.7416 4.0964 -2.9858
H -4.1882 5.5401 -2.1551
H -4.5915 4.6109 0.1042
H -2.0280 1.4609 1.4797
H -0.6435 1.3542 -4.1366
C -5.1445 -1.8262 1.5062
C -4.2267 -1.4414 2.6626
C -2.8266 -1.9294 2.4663
N -1.8984 -1.2097 1.9493
N -0.7029 -1.8706 1.7949
C -0.7551 -3.0949 2.2373
N 0.3258 -3.9118 2.2924
S -2.3221 -3.5469 2.8430
H -6.1543 -1.4471 1.6672
H -5.2036 -2.9095 1.3911
H -4.7656 -1.4144 0.5707
H -4.6241 -1.8268 3.6054
H -4.1712 -0.3553 2.7553
H 1.0160 -3.6666 1.5504
H 0.1160 -4.8955 2.3394
F 2.8725 -5.8947 -4.4311
C 2.5974 -5.1556 -3.3384
C 3.2817 -3.9817 -3.0771
F 4.2450 -3.5885 -3.9270
C 3.0136 -3.2149 -1.9570
F 3.7819 -2.1371 -1.7904
C 2.0218 -3.5661 -1.0140
O 1.7227 -2.8977 0.0564
C 1.3689 -4.7793 -1.3196
F 0.4023 -5.2286 -0.4835
C 1.6321 -5.5508 -2.4330
F 0.9438 -6.6889 -2.6385
```

As for the largest force on an atom: 0.9 eV/A. As for the energy above the lowest of the compared OMol25 structures with the same formula, charge and spin: 133.1 kJ/mol. The calculation puts the molar mass at 909.15 g/mol. The HOMO-LUMO gap (spin up / spin down) comes out at 0.233 / 0.221 Eh. Its total charge is -1. The HOMO energy (spin up / spin down) is -4.40 / -4.10 eV. Its spin multiplicity is 2. As for the calculated total energy: -132098.8870 eV.

This record from the OMol25 dataset describes C51H50N5O6PdSb2 as an isolated structure. The level of theory is ωB97M-V/def2-TZVPD.

Structure (XYZ):
```
115
Properties=species:S:1:pos:R:3
Pd 0.0169 0.0647 -0.4552
C 3.0257 2.1605 1.1308
C 2.2799 3.4165 0.7179
C 1.9380 3.3525 -0.7681
Sb 0.1338 4.3651 -1.4395
C -0.0599 5.5568 0.3296
C -1.0836 5.3982 1.2573
C -1.1304 6.1942 2.3948
C -0.1540 7.1556 2.6125
C 0.8640 7.3303 1.6828
C 0.9064 6.5370 0.5464
C -1.2185 2.8162 -0.7348
C -2.4120 2.6666 -1.4008
C -3.4049 1.7937 -0.9312
C -3.2268 1.0593 0.2267
C -2.0342 1.1733 0.9269
C -1.0013 2.0134 0.4309
Sb 1.8630 0.3669 1.3730
C 3.3879 -1.0648 1.5241
C 3.5033 -1.8483 2.6676
C 4.5841 -2.7105 2.7922
C 5.5285 -2.7959 1.7801
C 5.4085 -2.0093 0.6392
C 4.3368 -1.1409 0.5071
C 0.8947 0.5295 3.2233
C 0.8904 1.7665 3.8670
C 0.3953 1.8649 5.1583
C -0.0768 0.7335 5.8079
C -0.0713 -0.4976 5.1657
C 0.4012 -0.6024 3.8670
H 3.4766 2.2119 2.1298
H 3.8155 1.9014 0.4244
H 2.9132 4.2823 0.9234
H 1.4008 3.5785 1.3498
H 1.7937 2.3215 -1.0914
H 2.7743 3.7236 -1.3617
H -1.8716 4.6691 1.0960
H -1.9406 6.0739 3.1027
H -0.1950 7.7815 3.4938
H 1.6155 8.0936 1.8359
H 1.6993 6.7037 -0.1767
H -2.6198 3.2583 -2.2851
H -4.3411 1.7230 -1.4713
H -4.0179 0.4332 0.6078
H -1.9007 0.6672 1.8723
H -0.1954 2.2941 1.1009
H 2.7868 -1.7695 3.4749
H 4.6953 -3.3056 3.6890
H 6.3731 -3.4637 1.8872
H 6.1613 -2.0613 -0.1366
H 4.2546 -0.5227 -0.3803
H 1.2728 2.6584 3.3831
H 0.3945 2.8226 5.6611
H -0.4418 0.8106 6.8236
H -0.4273 -1.3790 5.6852
H 0.4071 -1.5600 3.3599
C -4.1401 -4.6082 0.6779
N -3.0785 -3.7401 0.1902
N -2.5884 -2.6835 0.9199
C -1.4749 -2.2071 0.2892
O -0.8176 -1.1926 0.8259
C -1.2991 -2.9564 -0.8738
C -2.3064 -3.9067 -0.8951
C -2.5546 -4.9924 -1.8781
C -3.3655 -2.0906 1.9671
C -2.7835 -1.8635 3.2027
C -3.5324 -1.2682 4.2062
C -4.8608 -0.9368 3.9840
C -5.4455 -1.1926 2.7484
C -4.6978 -1.7606 1.7307
H -4.2023 -4.5282 1.7588
H -3.8898 -5.6346 0.4201
H -5.0994 -4.3423 0.2378
H -0.5706 -2.7987 -1.6416
H -1.9270 -4.8486 -2.7536
H -3.5965 -5.0057 -2.1981
H -2.3206 -5.9691 -1.4495
H -1.7618 -2.1638 3.3727
H -3.0842 -1.0822 5.1740
H -5.4471 -0.4921 4.7766
H -6.4835 -0.9425 2.5754
H -5.1401 -1.9365 0.7584
C 2.9195 -1.9683 -3.3454
N 2.7319 -2.7484 -2.1143
C 3.2061 -4.0186 -2.0033
C 3.0324 -4.7369 -0.8696
C 2.3465 -4.0979 0.1987
N 1.8687 -2.8532 0.0734
C 2.0587 -2.2039 -1.0596
O 1.6780 -0.9830 -1.2444
N 2.1327 -4.7246 1.3565
H 3.5934 -2.5131 -3.9991
H 3.3486 -0.9994 -3.1045
H 1.9614 -1.8225 -3.8424
H 3.7244 -4.4056 -2.8692
H 3.4107 -5.7446 -0.7860
H 2.5616 -5.6141 1.5515
H 1.7462 -4.2062 2.1255
O 0.3168 1.1790 -2.1345
C -0.4229 0.4001 -2.8868
O -1.0098 -0.5434 -2.2983
C -0.5393 0.6832 -4.2969
C -1.4541 -0.0321 -5.0379
C -1.6313 0.2206 -6.3980
C -0.8523 1.2148 -6.9494
O -0.8420 1.6476 -8.2326
C 0.1191 2.7038 -8.3108
O 0.6874 2.8553 -7.0129
C 0.0664 1.9377 -6.2070
C 0.2553 1.7071 -4.8805
H -2.0416 -0.7883 -4.5353
H -2.3472 -0.3211 -6.9990
H -0.3888 3.6248 -8.5939
H 0.8988 2.4220 -9.0170
H 0.9647 2.2810 -4.3007
```

As for the largest force on an atom: 1.2 eV/A. The calculation puts the molar mass at 1178.93 g/mol. The HOMO-LUMO gap (spin up / spin down) comes out at 0.157 / 0.157 Eh. Its total charge is +3. The HOMO energy (spin up / spin down) is -14.21 / -14.21 eV. As for the calculated total energy: -89963.0401 eV.

This record from the OMol25 dataset describes a 2-piece molecular cluster, C11H15N overall. The level of theory is ωB97M-V/def2-TZVPD.

Structure (XYZ):
```
27
Properties=species:S:1:pos:R:3
C 1.0757 -2.8483 0.3670
C -0.0176 -1.9576 0.8643
C -0.3427 -1.6896 2.1527
N -1.2731 -0.6201 2.2020
C -1.5816 -0.3293 0.8822
C -2.5642 0.5580 0.3898
C -2.3785 1.0065 -0.8759
C -1.3909 0.4601 -1.7619
C -0.6674 -0.6332 -1.3231
C -0.7388 -1.0088 0.0444
H 1.1735 -2.9431 -0.7008
H 0.9604 -3.8999 0.6497
H 1.9950 -2.5201 0.8748
H -0.1185 -2.2322 3.0564
H -1.6598 -0.1250 2.9875
H -3.4072 0.9234 0.9682
H -2.8558 1.8716 -1.3333
H -1.1991 0.8402 -2.7547
H 0.0439 -1.2629 -1.8590
C 1.5502 2.7205 -0.3677
C 2.1937 1.3946 -0.9079
H 0.7670 2.4739 0.3611
H 2.2659 3.1558 0.3361
H 1.0663 3.2686 -1.1694
H 1.4421 0.7532 -1.3512
H 2.9241 1.5942 -1.6942
H 2.7374 1.0495 -0.0371
```

As for the largest force on an atom: 2.7 eV/A. As for the energy above the lowest of the compared OMol25 structures with the same formula, charge and spin: 117.4 kJ/mol. The calculation puts the molar mass at 161.25 g/mol. The HOMO-LUMO gap comes out at 0.326 Eh. Its total charge is 0. The SMILES is Cc1c[nH]c2ccccc12.CC. The HOMO energy is -7.91 eV. As for the calculated total energy: -13139.5741 eV.

This record from the OMol25 dataset describes C34H46ClFeGeIN3O4SSi as an isolated structure. The level of theory is ωB97M-V/def2-TZVPD.

Structure (XYZ):
```
93
Properties=species:S:1:pos:R:3
Fe -0.8503 -0.4681 -0.2077
I -1.7178 -0.3499 2.6994
C 0.2730 -0.2330 3.2985
C 0.5017 -0.0912 4.6385
C 1.8277 -0.0395 5.1199
C 2.8640 -0.1334 4.2419
C 2.6377 -0.2683 2.8486
C 3.7351 -0.3584 1.9612
C 3.5053 -0.4583 0.6222
C 2.1878 -0.4774 0.1167
C 1.0600 -0.4257 0.9072
C 1.3116 -0.3186 2.3194
H -0.3287 -0.0272 5.3282
H 2.0089 0.0695 6.1830
H 3.8895 -0.1075 4.5972
H 4.7425 -0.3394 2.3649
H 4.3415 -0.5317 -0.0665
H 2.0755 -0.5759 -0.9564
C -5.3547 -2.1570 -0.2228
C -4.2410 -2.9271 0.4397
C -4.5332 -3.9472 1.3335
C -3.4516 -4.5557 1.9758
C -2.1731 -4.1745 1.6723
C -1.9320 -3.1775 0.6708
N -3.0030 -2.5518 0.1309
N -0.7087 -2.7725 0.2894
Si 0.5996 -3.8983 0.3226
C -0.0088 -5.6562 -0.0754
C 1.9013 -3.6008 -0.9870
C 1.4810 -4.0219 1.9844
H -6.2617 -2.7622 -0.2742
H -5.0595 -1.8430 -1.2227
H -5.5850 -1.2459 0.3362
H -5.5583 -4.2274 1.5409
H -3.6234 -5.3141 2.7345
H -1.3344 -4.5938 2.2094
H -0.6317 -5.6320 -0.9740
H -0.5920 -6.1280 0.7141
H 0.8568 -6.2913 -0.2846
H 1.5280 -2.9956 -1.8122
H 2.2224 -4.5687 -1.3852
H 2.7788 -3.0982 -0.5853
H 0.7855 -4.2779 2.7886
H 1.9508 -3.0727 2.2413
H 2.2624 -4.7879 1.9508
C -5.4464 1.0733 -2.3417
Ge -3.7638 1.7628 -1.5199
C -3.0299 2.8130 -3.0131
C -4.4825 2.9652 -0.1392
C -2.7581 0.2655 -0.8886
H -6.0446 1.8866 -2.7637
H -6.0485 0.5545 -1.5923
H -5.2177 0.3623 -3.1389
H -3.7919 3.5144 -3.3626
H -2.7820 2.1425 -3.8394
H -2.1370 3.3666 -2.7336
H -5.0467 3.7714 -0.6153
H -3.6983 3.3932 0.4801
H -5.1675 2.4011 0.4983
H -2.7117 -0.4370 -1.7337
H -3.4112 -0.2196 -0.1553
C 4.0760 3.7007 2.8797
C 3.8555 3.6571 1.3916
C 2.7431 4.2569 0.8152
C 2.5135 4.1712 -0.5499
C 3.4025 3.4663 -1.3426
C 4.5317 2.8749 -0.7924
C 4.7515 2.9791 0.5689
S 3.0193 3.2298 -3.0529
O 4.2422 2.8116 -3.6881
O 2.3097 4.3979 -3.5009
N 1.9916 1.9910 -3.0388
C 0.5512 2.0637 -3.3589
C 0.1969 0.7706 -4.0673
C 0.5048 -0.4198 -3.1501
O 1.3973 -1.2028 -3.4757
O -0.2320 -0.4589 -2.1100
H 3.2957 4.2776 3.3747
H 5.0411 4.1511 3.1233
H 4.0640 2.6930 3.3008
H 2.0168 4.7603 1.4418
H 1.6233 4.6005 -0.9856
H 5.2078 2.3208 -1.4284
H 5.6138 2.4905 1.0088
H 2.4446 1.0953 -3.1701
H 0.3710 2.9291 -3.9946
H -0.0311 2.1685 -2.4453
H 0.7644 0.6785 -4.9951
H -0.8716 0.7669 -4.2965
Cl -1.0103 3.2990 -0.1646
C -0.1317 1.7180 0.1931
H 0.7783 1.7558 -0.4045
H 0.1272 1.8031 1.2457
```

As for the largest force on an atom: 1.0 eV/A. As for the energy above the lowest of the compared OMol25 structures with the same formula, charge and spin: 42.1 kJ/mol. The calculation puts the molar mass at 911.72 g/mol. The HOMO-LUMO gap (spin up / spin down) comes out at 0.190 / 0.228 Eh. Its total charge is -2. The HOMO energy (spin up / spin down) is -1.10 / -2.14 eV. Its spin multiplicity is 6. As for the calculated total energy: -178905.6262 eV.

This record from the OMol25 dataset describes an isolated ion of composition C21H20Br2NO4 and charge -1. The level of theory is ωB97M-V/def2-TZVPD.

Structure (XYZ):
```
48
Properties=species:S:1:pos:R:3
C -3.6568 -0.7968 4.6105
O -3.4653 0.3249 3.7202
C -3.0808 0.0440 2.4206
C -2.9929 -1.2549 1.8986
C -2.4049 -1.4510 0.6589
C -1.8935 -0.3711 -0.0569
C -0.8436 -0.4695 -1.1231
C -0.4921 -1.8645 -1.5750
C -0.4437 -2.1539 -2.9509
C 0.1778 -3.3044 -3.3866
Br 0.1395 -3.7557 -5.2531
C 0.8228 -4.2765 -2.4883
O 1.3545 -5.3132 -2.8771
C 0.6565 -3.9364 -1.0845
Br 1.3536 -5.1460 0.1732
C -0.0459 -2.8263 -0.6482
N 0.4306 0.4509 -0.7612
C 1.0085 1.1079 -1.8770
O 0.4648 1.0866 -2.9815
C 2.3288 1.8635 -1.6889
C 2.5316 2.4946 -0.2970
C 3.9573 3.0605 -0.1774
C 1.4817 3.5782 -0.0463
C 2.3421 1.3169 0.6762
C 1.0928 0.4339 0.4700
O 0.7020 -0.2579 1.4051
C -2.3149 0.9103 0.3083
C -2.8867 1.1225 1.5519
H -3.7743 -0.2894 5.5904
H -4.5794 -1.3715 4.3656
H -2.7618 -1.4576 4.6360
H -3.3005 -2.0918 2.5030
H -2.2558 -2.4768 0.3432
H -1.1719 0.1355 -1.9608
H -0.8264 -1.4791 -3.7118
H -0.1417 -2.6780 0.4258
H 2.3649 2.6311 -2.4617
H 3.1548 1.1477 -1.9202
H 4.7105 2.2839 -0.3548
H 4.1195 3.8609 -0.8908
H 4.1217 3.4680 0.8102
H 0.4880 3.1275 -0.1600
H 1.6028 3.9706 0.9634
H 1.6155 4.3834 -0.7741
H 3.2287 0.6457 0.6475
H 2.2978 1.6911 1.6985
H -2.1228 1.7763 -0.3144
H -3.0936 2.1058 1.9447
```

As for the largest force on an atom: 1.7 eV/A. The calculation puts the molar mass at 510.20 g/mol. The HOMO-LUMO gap comes out at 0.218 Eh. Its total charge is -1. The SMILES is COc1ccc([C@H](c2cc(Br)c([O-])c(Br)c2)N2C(=O)CC(C)(C)CC2=O)cc1. The HOMO energy is -3.56 eV. As for the calculated total energy: -171868.6440 eV.

This record from the OMol25 dataset describes C15H13N3O4Sr as an isolated structure. The level of theory is ωB97M-V/def2-TZVPD.

Structure (XYZ):
```
36
Properties=species:S:1:pos:R:3
Sr -0.3761 1.2676 -0.8272
O -0.1290 1.2613 5.1594
C -1.2555 1.9801 4.9104
C -1.9399 2.5878 5.9609
C -3.0628 3.3598 5.7260
C -3.5143 3.5510 4.4283
C -2.8283 2.9540 3.3858
C -1.7099 2.1486 3.5966
C -1.0854 1.5344 2.3906
O -1.2149 2.1473 1.2783
N -0.4760 0.3694 2.5692
N 0.0046 -0.1061 1.3860
C 0.6983 -1.1746 1.4308
C 1.2446 -1.7389 0.1848
C 1.9666 -2.9258 0.2056
C 2.4664 -3.4355 -0.9798
C 2.2316 -2.7476 -2.1592
C 1.5003 -1.5700 -2.0990
N 1.0187 -1.0724 -0.9629
H 0.0493 1.2996 6.1051
H -1.5751 2.4516 6.9738
H -3.5788 3.8178 6.5603
H -4.3868 4.1588 4.2320
H -3.1496 3.0962 2.3632
H 0.8869 -1.6769 2.3784
H 2.1240 -3.4342 1.1478
H 3.0299 -4.3595 -0.9832
H 2.5994 -3.1072 -3.1094
H 1.2771 -0.9962 -2.9912
C -1.2809 0.8035 -5.5333
O -1.9729 1.1749 -4.3318
C -1.2641 1.2048 -3.1884
O -0.0486 0.8745 -3.2719
H -2.0266 0.8545 -6.3213
H -0.8825 -0.2068 -5.4507
H -0.4616 1.4912 -5.7350
```

As for the largest force on an atom: 0.5 eV/A. As for the energy above the lowest of the compared OMol25 structures with the same formula, charge and spin: 0.0 kJ/mol. The calculation puts the molar mass at 386.91 g/mol. The HOMO-LUMO gap comes out at 0.278 Eh. Its total charge is 0. The HOMO energy is -7.88 eV. As for the calculated total energy: -29262.6992 eV.

This record from the OMol25 dataset describes C22H12BrF3MnN2O3 as an isolated structure. The level of theory is ωB97M-V/def2-TZVPD.

Structure (XYZ):
```
44
Properties=species:S:1:pos:R:3
Mn 0.9620 -0.8148 0.2963
O 6.9675 -1.7809 1.5513
C 5.6948 -1.7498 1.1144
C 5.3575 -1.8493 -0.2359
C 4.0251 -1.7976 -0.5800
N 3.0542 -1.6808 0.3332
C 3.4198 -1.5863 1.5917
Br 1.9761 -1.3442 2.7649
C 4.7043 -1.6132 2.0809
H 7.5792 -1.8575 0.8121
H 6.1158 -1.9508 -0.9995
H 3.7168 -1.8530 -1.6152
H 4.9362 -1.5083 3.1279
O 3.3130 1.2584 0.8336
C 2.3380 1.8313 0.3684
N 1.1604 1.2352 -0.0011
C 0.2598 2.2083 -0.4379
O -0.8784 2.0426 -0.7966
C 0.9487 3.5475 -0.3133
C 0.4956 4.8188 -0.6024
C 1.3877 5.8646 -0.3917
C 2.6773 5.6322 0.0960
C 3.1133 4.3440 0.3878
C 2.2170 3.3174 0.1679
H -0.5053 4.9826 -0.9783
H 1.0862 6.8820 -0.6057
H 3.3400 6.4739 0.2489
H 4.1063 4.1492 0.7706
F -8.3431 -1.6312 -1.2927
C -7.6879 -2.6927 -0.7856
F -7.9295 -3.7427 -1.6067
F -8.2675 -2.9934 0.3982
C -6.2151 -2.4440 -0.6429
C -5.4193 -3.4561 -0.1170
C -4.0560 -3.2703 -0.0021
C -3.4682 -2.0686 -0.4043
C -4.2752 -1.0571 -0.9204
C -5.6447 -1.2451 -1.0371
C -2.0439 -1.8723 -0.2985
C -0.8425 -1.6989 -0.2050
H -5.8646 -4.3915 0.1971
H -3.4306 -4.0580 0.3953
H -3.8187 -0.1252 -1.2257
H -6.2622 -0.4545 -1.4407
```

As for the largest force on an atom: 1.0 eV/A. As for the energy above the lowest of the compared OMol25 structures with the same formula, charge and spin: 0.0 kJ/mol. The calculation puts the molar mass at 544.19 g/mol. The HOMO-LUMO gap (spin up / spin down) comes out at 0.299 / 0.300 Eh. Its total charge is 0. The HOMO energy (spin up / spin down) is -8.19 / -8.33 eV. Its spin multiplicity is 6. As for the calculated total energy: -141647.3249 eV.